Version one
The following is a DFT calculation (ωB97M-V/def2-TZVPD) of C5H7N3 in the gas phase.

```
15
C5H7N3 | the OMol25 dataset | ωB97M-V/def2-TZVPD
C -2.21635 -1.19455 0.26689
N 0.02128 1.48202 -0.78810
C -1.01252 -0.37408 -0.03535
C 1.46607 0.47700 -0.39235
C 2.22159 0.99780 0.58374
N -1.03751 0.85812 -0.36319
C 0.36803 -0.99869 -0.14361
N 0.67662 -2.10899 -0.42706
H 0.09897 2.39840 -0.34464
H 1.89970 0.14821 -1.32325
H -3.02273 -0.54338 0.59570
H -2.54298 -1.73604 -0.62154
H -1.98348 -1.92885 1.03454
H 3.27288 1.18727 0.43863
H 1.79043 1.33575 1.51960
```

Results
- HOMO-LUMO gap (spin up / spin down): 7.770 / 7.751 eV
- LUMO (spin up / spin down): -1.0 / -1.0 eV
- Highest occupied orbital energy (spin up / spin down): -0.324 / -0.322 Eh

***

Version two
The following is a DFT calculation (ωB97M-V/def2-TZVPD) of a molecular structure, C5H7N3.

```
15
C5H7N3 | the OMol25 dataset | ωB97M-V/def2-TZVPD
C -1.02541 1.69030 0.47388
C 0.09450 -0.40422 0.02678
C 1.27238 -1.06364 0.25519
C 0.03892 -0.15667 -1.35309
C -1.02508 -1.31680 0.21011
H -0.73656 2.50015 -0.49576
H -1.81992 0.71875 -0.03251
H -1.51832 2.08900 1.54820
H 1.03714 1.20940 0.45437
H 1.60299 -1.19633 1.26526
H 1.16331 -2.12509 -0.11871
H 2.13156 -0.44437 -0.43203
N 0.09530 0.85399 0.84262
N 0.61089 -0.17234 -2.50032
N -1.92169 -2.18213 -0.14398
```

Results
- HOMO-LUMO gap: 10.354 eV
- LUMO: -0.2 eV
- Highest occupied orbital energy: -0.387 Eh

***

Most stable: version one. Least stable: version two.

***

Version one
The following is a DFT calculation (ωB97M-V/def2-TZVPD) of C5H7N3 in the gas phase.

```
15
C5H7N3 | the OMol25 dataset | ωB97M-V/def2-TZVPD
C -2.17557 0.40437 0.97272
C -0.76535 -0.04718 0.68256
C 1.05664 0.42101 -0.73841
C 1.55232 1.15730 -1.81433
C 1.64227 -0.85206 -0.22146
H -2.37987 1.22391 0.30982
H -2.18172 0.68642 2.09291
H -2.72371 -0.53059 0.99229
H 2.44540 0.63662 -2.46837
H 1.29056 2.16361 -2.15955
H 2.62237 -0.95383 -0.53144
H -0.68619 -2.00539 1.78658
N -0.13154 0.78433 -0.17170
N 0.91631 -1.63627 0.53144
N -0.48193 -1.45226 0.73692
```

Results
- HOMO-LUMO gap: 8.531 eV
- Structure (SMILES): C=C1C=NNC(C)=N1
- LUMO: 0.5 eV
- Highest occupied orbital energy: -0.295 Eh

***

Version two
The following is a DFT calculation (ωB97M-V/def2-TZVPD) of C5H7N3 in the gas phase.

```
15
C5H7N3 | the OMol25 dataset | ωB97M-V/def2-TZVPD
C 1.08656 -0.35217 0.00656
C 1.29671 1.05921 -0.04482
C 0.07490 1.86601 -0.02344
C -1.19630 1.20504 -0.01667
C -1.10173 -0.23205 -0.05561
H 1.89979 -2.05570 -0.39981
H 3.21346 -0.69964 -0.00188
H 2.12055 1.31299 0.30194
H 0.13230 2.92688 0.04470
H -2.11715 1.62244 0.16037
H -3.01197 -0.70269 0.42490
H -2.30645 -1.99104 0.39111
N 2.23717 -1.08194 0.09452
N -2.28587 -1.02739 -0.06009
N -0.07864 -0.98917 -0.05121
```

Results
- HOMO-LUMO gap: 8.816 eV
- Structure (SMILES): Nc1cccc(N)n1
- LUMO: 1.1 eV
- Highest occupied orbital energy: -0.284 Eh

***

Version three
The following is a DFT calculation (ωB97M-V/def2-TZVPD) of C5H7N3 in the gas phase.

```
15
C5H7N3 | the OMol25 dataset | ωB97M-V/def2-TZVPD
C -0.72724 2.01912 -1.46348
C -0.07622 2.09578 -0.09955
C 0.35139 -1.15420 0.69207
C 0.22288 -2.48984 0.09069
C 0.77871 -1.10788 2.09411
H -1.61204 2.67819 -1.40610
H 0.05517 2.42356 -2.15444
H -1.00471 1.00053 -1.72171
H 0.13260 3.06995 0.31022
H -0.51105 -3.04143 0.67532
H -0.13102 -2.31000 -0.93720
H 1.16960 -3.00638 0.12508
N 0.19361 1.06314 0.61064
N 0.01022 -0.13118 -0.01281
N 1.14811 -1.10936 3.19715
```

Results
- HOMO-LUMO gap: 9.349 eV
- Structure (SMILES): C/C=N\N=C(\C)C#N
- LUMO: -0.2 eV
- Highest occupied orbital energy: -0.350 Eh

***

Most stable: version two. Least stable: version one.

***

Version one
The following is a DFT calculation (ωB97M-V/def2-TZVPD) of C5H7N3 in the gas phase.

```
15
C5H7N3 | the OMol25 dataset | ωB97M-V/def2-TZVPD
C 2.42727 0.48207 -0.12683
C -0.17516 -0.57444 -0.12613
C -0.46543 0.74599 0.02342
C -1.87126 0.84175 0.17636
C -2.32804 -0.50665 0.12988
H 1.53282 1.05108 -0.74068
H 3.45704 0.66268 -0.39723
H 2.46789 1.06561 0.85622
H 0.21640 1.57538 -0.05863
H -2.62821 1.59367 0.18724
H -3.26586 -0.98663 -0.24458
H -1.30038 -2.30100 0.10007
N 2.18398 -0.93056 0.28408
N 1.05293 -1.36509 0.05289
N -1.30399 -1.35385 -0.11607
```

Results
- HOMO-LUMO gap: 8.947 eV
- Structure (SMILES): C/N=N\c1ccc[nH]1
- LUMO: 0.6 eV
- Highest occupied orbital energy: -0.306 Eh

***

Version two
The following is a DFT calculation (ωB97M-V/def2-TZVPD) of a molecular structure, C5H7N3.

```
15
C5H7N3 | the OMol25 dataset | ωB97M-V/def2-TZVPD
C 1.98006 -0.21116 0.62041
C 0.74250 -0.17291 -0.34541
C -0.31706 0.85795 -2.07183
C -1.22380 0.49697 -1.17897
C -0.68307 -0.19321 0.02050
H 2.75407 -0.03128 -0.01560
H 2.23465 -0.92428 1.83977
H 2.08500 1.09544 1.05194
H -0.00844 1.64324 -2.98216
H -2.30922 0.75879 -1.18312
H -1.18604 -1.26349 2.95992
H 0.11867 -0.15895 2.56941
N 0.98095 0.53266 -1.47232
N -1.30414 -0.62337 1.14683
N -0.63114 -0.73576 2.25287
```

Results
- HOMO-LUMO gap: 7.741 eV
- LUMO: -0.8 eV
- Highest occupied orbital energy: -0.312 Eh

***

Most stable: version one. Least stable: version two.

***

Version one
The following is a DFT calculation (ωB97M-V/def2-TZVPD) of a gas-phase ion, C7H14N (charge +2).

```
22
C7H14N | the OMol25 dataset | ωB97M-V/def2-TZVPD
C 2.03612 -1.68937 1.19507
C 0.93884 -1.01614 0.37210
C 0.33707 0.39676 0.85892
C -1.13241 0.46031 0.39048
C -2.09256 0.25694 1.31717
C -0.73950 1.69096 -1.84954
C -1.42738 0.53846 -1.11003
N 1.21155 -0.81847 -1.01812
H 1.70122 -2.03830 2.14936
H 3.09707 -1.05765 1.15197
H 2.38104 -2.54729 0.71139
H 0.04380 -1.66583 0.45962
H 0.85499 1.21896 0.36049
H 0.60697 0.48050 1.99354
H -3.07539 0.12936 0.95780
H -1.96124 0.14342 2.39460
H 0.33792 1.43141 -1.90886
H -1.05888 1.77381 -2.90303
H -2.55784 0.48445 -1.23154
H 2.20850 -0.58990 -1.22638
H -0.95346 -0.33080 -1.59640
H -0.75645 2.74841 -1.46862
```

Results
- HOMO-LUMO gap (spin up / spin down): 7.117 / 6.965 eV
- LUMO (spin up / spin down): -13.3 / -13.5 eV
- Spin multiplicity: 2
- Total charge: +2
- Highest occupied orbital energy (spin up / spin down): -0.750 / -0.751 Eh

***

Version two
The following is a DFT calculation (ωB97M-V/def2-TZVPD) of 2 unconnected molecules or ions with the total composition C7H14N.

```
22
C7H14N | the OMol25 dataset | ωB97M-V/def2-TZVPD
C -2.81378 -0.71126 0.29831
C -2.48733 0.58185 0.86677
C -1.05194 0.32826 1.49765
C 4.38805 0.40787 -0.75527
C 3.10998 0.80113 -1.12374
C 1.97034 0.09067 -0.55409
C 0.63396 0.27217 -0.68803
N -1.89638 -1.32439 -0.64377
H -3.88934 -0.71095 -0.11207
H -2.90383 -1.56870 1.09513
H -2.45218 1.14886 -0.12340
H -3.18951 1.07859 1.55288
H -0.70146 0.94649 2.29418
H -1.04622 -0.66522 1.96623
H 5.31038 0.69638 -1.20987
H 4.50384 -0.22541 0.16050
H 2.86467 1.56566 -1.77643
H 2.38686 -0.69591 0.11527
H 0.25747 0.72284 -1.57949
H -2.00229 -2.27902 -0.92908
H -0.89803 -0.93819 -0.74502
H -0.09326 0.47828 0.39333
```

Results
- HOMO-LUMO gap (spin up / spin down): 7.822 / 5.710 eV
- LUMO (spin up / spin down): -10.3 / -11.3 eV
- Spin multiplicity: 2
- Total charge: +2
- Highest occupied orbital energy (spin up / spin down): -0.665 / -0.626 Eh

***

Most stable: version one. Least stable: version two.